A molecular structure, C6H15BBe, computed with the ωB97M-V functional and the def2-TZVPD basis.

Its orbital gap is 3.155 eV.

Structure (ORCA input):
```
! wB97M-V def2-TZVPD RIJCOSX def2/J DEFGRID3
* xyz 2 1
C 2.24015 -0.90683 0.81083
B 2.20471 0.10236 -0.47734
C 0.88063 0.34013 -1.31891
C -0.19103 0.95314 -0.30408
C -1.61121 0.31980 -0.44042
C -1.66701 -1.22272 -0.20546
C -2.49446 0.97731 0.70690
H 3.26038 -1.42786 0.78315
H 1.42188 -1.66457 0.74113
H 2.13151 -0.35168 1.78616
H 3.24566 0.68003 -0.70852
H 0.53311 -0.56877 -1.85081
H 1.14279 1.11850 -2.07036
H -0.28993 2.02591 -0.58277
H 0.17823 0.97387 0.75148
H -2.03989 0.56198 -1.43153
H -2.68531 -1.55325 -0.50782
H -1.60185 -1.42634 0.88612
H -0.94021 -1.80673 -0.80494
H -3.46944 0.46514 0.80782
H -2.59768 2.06010 0.51079
H -1.89901 0.87189 1.64015
Be 4.24797 -0.52142 1.27846
*
```

=====

A single C6H6N2 molecule, computed with the ωB97M-V functional and the def2-TZVPD basis.

The SMILES is C#C[C@@H]1[C@@H]2CN=CN12. Its orbital gap is 10.062 eV. The calculation puts the energy above the lowest of the compared OMol25 structures with the same formula, charge and spin at 604.6 kJ/mol.

Structure (ORCA input):
```
! wB97M-V def2-TZVPD RIJCOSX def2/J DEFGRID3
* xyz 0 1
C 2.44391 -0.55250 -0.14924
C 1.34206 0.04563 -0.35600
C 0.42153 1.09820 -0.17758
C -0.61404 0.80749 0.70271
C -0.85153 -0.74423 0.86732
N -0.97442 -1.21120 -0.30711
C -1.10263 -0.44902 -1.23104
N -0.89961 0.95995 -0.90688
H 3.23676 -1.06855 -0.77763
H 0.74090 2.24047 0.01031
H -0.88001 1.72001 1.37086
H -1.46971 -0.92914 1.85673
H 0.14255 -1.20910 1.26500
H -1.53574 -0.70800 -2.16745
*
```

=====

A single C4H8O2 molecule, computed with the ωB97M-V functional and the def2-TZVPD basis.

The SMILES is CO/C=C/OC. Its orbital gap is 8.856 eV. The calculation puts the energy above the lowest of the compared OMol25 structures with the same formula, charge and spin at 327.8 kJ/mol.

Structure (ORCA input):
```
! wB97M-V def2-TZVPD RIJCOSX def2/J DEFGRID3
* xyz 0 1
C 2.47317 0.22722 -0.39720
O 1.36319 -0.43995 -0.92594
C 0.15226 -0.00462 -0.51503
C -0.29750 0.75862 0.48572
O -1.62171 0.58441 0.81261
C -2.31097 -0.62499 0.43270
H 3.38113 -0.32788 -0.66040
H 2.51473 1.20008 -0.89472
H 2.38983 0.30331 0.69691
H -0.59540 -0.44540 -1.15325
H 0.18527 1.56917 1.04322
H -1.98479 -1.38329 -0.32303
H -2.41064 -1.20018 1.35238
H -3.23858 -0.21649 0.04605
*
```

=====

Number 1: strongest force on any atom 0.03825 Eh/bohr, electronic energy -7518.2142 eV, molar mass 107.010 g mol⁻¹. Number 2: strongest force on any atom 0.21818 Eh/bohr, electronic energy -9292.4784 eV, molar mass 106.128 g mol⁻¹. Number 3: strongest force on any atom 0.02772 Eh/bohr, electronic energy -8369.8841 eV, molar mass 88.106 g mol⁻¹.